{"formula": "C20H61I3N26O16S", "method": "ωB97M-V with the def2-TZVPD basis set", "lumo_energy_ha": -0.0011, "e_tot_ev": -128380.2570, "charge": 0, "species": ["C", "C", "I", "C", "I", "C", "O", "S", "O", "O", "C", "C", "C", "I", "H", "H", "H", "H", "H", "H", "H", "H", "H", "C", "O", "N", "N", "H", "H", "H", "H", "C", "O", "N", "N", "H", "H", "H", "H", "C", "O", "N", "N", "H", "H", "H", "H", "C", "O", "N", "N", "H", "H", "H", "H", "C", "O", "N", "N", "H", "H", "H", "H", "C", "O", "N", "N", "H", "H", "H", "H", "C", "O", "N", "N", "H", "H", "H", "H", "C", "O", "N", "N", "H", "H", "H", "H", "C", "O", "N", "N", "H", "H", "H", "H", "C", "O", "N", "N", "H", "H", "H", "H", "C", "O", "N", "N", "H", "H", "H", "H", "C", "O", "N", "N", "H", "H", "H", "H", "C", "O", "N", "N", "H", "H", "H", "H"], "xyz": [[0.231, 7.402, -4.273], [-0.302, 5.921, -3.932], [-2.031, 5.260, -5.043], [0.378, 5.147, -2.958], [2.123, 6.061, -2.066], [-0.156, 3.668, -2.610], [0.867, 2.770, -2.121], [1.041, 2.715, -0.482], [1.243, 1.257, -0.114], [2.273, 3.418, 0.049], [-0.379, 3.302, 0.516], [-1.275, 4.372, -0.269], [-1.492, 3.746, -1.751], [-2.450, 1.789, -1.712], [-0.495, 7.877, -5.011], [1.271, 7.346, -4.748], [0.232, 8.051, -3.331], [-0.472, 3.251, -3.632], [-1.063, 2.456, 0.871], [0.022, 3.780, 1.470], [-2.283, 4.402, 0.243], [-0.748, 5.374, -0.308], [-2.246, 4.451, -2.244], [3.469, -1.995, 1.423], [4.285, -2.880, 1.659], [3.042, -1.712, 0.167], [2.922, -1.226, 2.395], [2.373, -0.991, -0.048], [3.426, -2.261, -0.584], [3.213, -1.405, 3.344], [2.253, -0.498, 2.221], [3.877, 0.198, 6.186], [3.150, -0.496, 5.489], [3.546, 1.462, 6.554], [5.076, -0.235, 6.650], [4.127, 2.048, 7.125], [2.663, 1.819, 6.229], [5.355, -1.168, 6.397], [5.687, 0.317, 7.223], [-4.209, -2.191, -1.428], [-4.236, -1.556, -2.478], [-3.710, -1.681, -0.277], [-4.676, -3.461, -1.326], [-3.679, -2.184, 0.592], [-3.354, -0.745, -0.311], [-5.055, -3.880, -2.158], [-4.661, -3.995, -0.474], [-1.596, -5.031, 1.172], [-2.594, -4.973, 1.886], [-1.627, -4.715, -0.143], [-0.384, -5.414, 1.641], [-0.826, -4.753, -0.747], [-2.514, -4.426, -0.523], [-0.324, -5.656, 2.615], [0.443, -5.467, 1.074], [-5.420, 0.718, -5.954], [-5.301, 1.367, -6.986], [-4.367, 0.137, -5.328], [-6.620, 0.522, -5.348], [-4.446, -0.400, -4.479], [-3.461, 0.259, -5.746], [-7.425, 0.937, -5.782], [-6.741, -0.007, -4.502], [-4.472, -8.160, 2.857], [-4.905, -8.168, 1.714], [-4.683, -9.186, 3.726], [-3.746, -7.129, 3.357], [-4.337, -9.200, 4.667], [-5.217, -9.968, 3.390], [-3.568, -6.345, 2.740], [-3.383, -7.104, 4.292], [-5.083, -1.289, 3.377], [-4.955, -0.615, 2.356], [-4.033, -1.885, 3.994], [-6.283, -1.491, 3.971], [-4.116, -2.438, 4.826], [-3.125, -1.757, 3.581], [-7.087, -1.063, 3.542], [-6.409, -2.036, 4.804], [5.856, 2.074, -1.876], [5.988, 2.723, -2.902], [6.907, 1.485, -1.243], [4.654, 1.883, -1.277], [6.822, 0.949, -0.400], [7.816, 1.604, -1.656], [3.853, 2.304, -1.714], [4.526, 1.353, -0.434], [-9.730, -1.497, -5.495], [-9.111, -1.208, -4.481], [-9.272, -1.207, -6.740], [-10.930, -2.133, -5.463], [-9.764, -1.435, -7.584], [-8.384, -0.736, -6.805], [-11.302, -2.364, -4.558], [-11.454, -2.379, -6.282], [7.408, -2.831, -1.168], [7.040, -3.928, -1.562], [6.905, -2.247, -0.051], [8.354, -2.102, -1.816], [7.194, -1.348, 0.288], [6.198, -2.758, 0.460], [8.751, -2.502, -2.648], [8.670, -1.200, -1.510], [5.393, 6.870, 0.590], [4.956, 6.864, -0.551], [5.183, 5.845, 1.455], [6.125, 7.899, 1.089], [5.532, 5.828, 2.395], [4.644, 5.063, 1.119], [6.300, 8.677, 0.475], [6.493, 7.923, 2.021], [11.705, -1.827, 0.835], [11.263, -0.903, 1.503], [12.956, -1.812, 0.303], [10.986, -2.946, 0.568], [13.337, -2.559, -0.248], [13.519, -0.999, 0.480], [10.054, -2.992, 0.945], [11.328, -3.714, 0.022], [-7.114, 2.398, 3.352], [-6.991, 2.184, 4.551], [-6.549, 1.607, 2.407], [-7.830, 3.449, 2.867], [-6.639, 1.766, 1.420], [-6.006, 0.812, 2.729], [-8.264, 4.058, 3.539], [-7.944, 3.643, 1.889]]}

***

{"formula": "C20H62O14", "method": "ωB97M-V with the def2-TZVPD basis set", "de_lowest_kcal_mol": 126.51, "lumo_energy_ha": 0.0010, "smiles": "COCCOC.COCCOC.COCCOC.CO.CO.CO.CO.CO.CO.CO.CO", "e_tot_ev": -50400.4885, "charge": 0, "species": ["C", "O", "H", "H", "H", "H", "C", "O", "H", "H", "H", "H", "C", "O", "H", "H", "H", "H", "C", "O", "H", "H", "H", "H", "C", "O", "H", "H", "H", "H", "C", "O", "H", "H", "H", "H", "C", "O", "H", "H", "H", "H", "C", "O", "H", "H", "H", "H", "C", "O", "C", "C", "O", "C", "H", "H", "H", "H", "H", "H", "H", "H", "H", "H", "C", "O", "C", "C", "O", "C", "H", "H", "H", "H", "H", "H", "H", "H", "H", "H", "C", "O", "C", "C", "O", "C", "H", "H", "H", "H", "H", "H", "H", "H", "H", "H"], "xyz": [[16.059, -24.230, -27.790], [15.914, -23.865, -26.449], [15.367, -25.014, -28.099], [15.713, -23.428, -28.443], [17.091, -24.429, -28.078], [14.988, -23.666, -26.290], [17.431, -18.773, -23.619], [18.177, -17.901, -22.739], [16.407, -18.719, -23.247], [17.514, -18.548, -24.682], [17.698, -19.819, -23.471], [18.740, -17.354, -23.292], [24.196, -20.958, -23.211], [25.044, -20.799, -22.125], [24.072, -22.003, -23.495], [23.207, -20.518, -23.076], [24.565, -20.470, -24.112], [25.111, -21.692, -21.778], [19.138, -24.893, -21.743], [19.650, -24.699, -23.073], [19.401, -23.984, -21.201], [18.049, -24.936, -21.758], [19.625, -25.768, -21.314], [18.928, -24.321, -23.580], [16.025, -14.167, -26.390], [14.854, -14.928, -26.253], [16.936, -14.679, -26.079], [16.261, -13.893, -27.418], [15.995, -13.342, -25.679], [14.645, -14.946, -25.316], [17.550, -18.883, -16.776], [17.433, -19.605, -17.976], [16.795, -18.122, -16.582], [17.613, -19.602, -15.959], [18.492, -18.342, -16.868], [17.616, -19.028, -18.721], [22.302, -13.514, -25.547], [21.758, -14.615, -24.897], [22.061, -12.657, -24.918], [23.389, -13.577, -25.588], [21.952, -13.437, -26.576], [22.302, -14.758, -24.119], [20.260, -19.670, -29.005], [20.454, -19.463, -30.437], [21.225, -19.856, -28.534], [19.842, -18.788, -28.520], [19.704, -20.578, -28.771], [21.219, -18.895, -30.559], [12.969, -26.196, -22.479], [12.109, -25.175, -22.989], [12.346, -23.959, -22.303], [11.724, -22.796, -23.107], [12.245, -22.701, -24.438], [11.964, -21.450, -25.058], [14.037, -26.047, -22.637], [12.796, -27.087, -23.083], [12.853, -26.437, -21.423], [13.422, -23.803, -22.225], [11.772, -23.982, -21.377], [11.880, -21.912, -22.489], [10.640, -22.905, -23.154], [10.942, -21.223, -25.362], [12.391, -21.446, -26.060], [12.496, -20.593, -24.645], [12.324, -16.868, -17.277], [12.355, -15.411, -17.021], [11.981, -15.062, -15.680], [12.120, -13.543, -15.545], [11.511, -13.056, -14.322], [11.910, -11.717, -14.138], [12.737, -17.145, -18.247], [11.324, -17.295, -17.196], [12.924, -17.442, -16.572], [12.592, -15.589, -14.948], [10.913, -15.212, -15.526], [11.674, -13.027, -16.395], [13.189, -13.334, -15.523], [11.857, -11.178, -15.084], [12.871, -11.654, -13.627], [11.125, -11.210, -13.577], [17.629, -12.083, -18.983], [17.128, -10.850, -18.533], [18.082, -10.074, -17.792], [17.347, -8.833, -17.214], [16.977, -7.902, -18.215], [15.738, -8.121, -18.796], [16.873, -12.631, -19.545], [17.866, -12.662, -18.091], [18.527, -12.028, -19.599], [18.902, -9.735, -18.426], [18.516, -10.661, -16.983], [18.073, -8.332, -16.573], [16.513, -9.119, -16.572], [15.884, -9.006, -19.415], [15.529, -7.249, -19.415], [14.899, -8.293, -18.123]]}